A 7-piece molecular cluster, C54H121N7O10 overall at a distorted geometry. Source: OMol25; level of theory: ωB97M-V/def2-TZVPD.

ORCA input file:
```
! wB97M-V def2-TZVPD RIJCOSX def2/J DEFGRID3
* xyz 1 2
C 4.979 5.165 3.120
C 5.112 4.623 1.667
C 5.135 3.060 1.768
C 4.999 2.364 0.517
C 3.684 2.817 -0.117
C 3.407 4.336 -0.207
N 3.872 5.107 0.984
O 3.946 6.504 0.661
C 4.052 4.700 -1.508
C 1.839 4.485 -0.314
C 6.522 5.115 0.985
H 4.119 4.642 3.539
H 4.874 6.250 3.105
H 5.888 4.937 3.677
H 6.056 2.804 2.290
H 4.357 2.778 2.478
H 5.221 1.309 0.680
H 5.873 2.500 -0.120
H 2.966 2.398 0.587
H 3.545 2.310 -1.072
H 3.333 4.288 -2.216
H 3.993 5.775 -1.679
H 5.063 4.344 -1.707
H 1.267 4.458 0.613
H 1.689 5.401 -0.886
H 1.303 3.720 -0.877
H 6.681 6.192 1.037
H 6.591 4.704 -0.022
H 7.423 4.828 1.527
H 3.569 6.969 1.412
C -6.917 1.904 -5.512
C -7.928 1.149 -4.629
C -8.991 0.312 -5.394
C -8.537 -1.025 -5.931
C -7.778 -1.943 -4.885
C -6.781 -1.091 -3.969
N -7.320 0.247 -3.636
O -6.578 0.859 -2.734
C -6.414 -2.050 -2.742
C -5.400 -0.956 -4.749
C -8.776 2.254 -3.958
H -6.139 1.288 -5.965
H -6.340 2.605 -4.909
H -7.211 2.413 -6.429
H -9.990 0.159 -4.987
H -9.093 0.951 -6.270
H -7.822 -0.784 -6.718
H -9.388 -1.532 -6.385
H -7.326 -2.611 -5.618
H -8.527 -2.435 -4.264
H -6.568 -3.109 -2.945
H -5.470 -1.830 -2.243
H -7.091 -1.830 -1.916
H -5.584 -0.933 -5.823
H -4.735 -0.129 -4.500
H -4.756 -1.824 -4.611
H -8.124 3.097 -3.729
H -9.301 2.083 -3.018
H -9.514 2.701 -4.624
H -7.142 0.972 -1.965
C -2.683 -0.436 -0.520
C -2.024 -0.866 0.896
C -1.870 -2.464 1.016
C -0.639 -3.097 0.381
C 0.544 -2.306 0.896
C 0.478 -0.726 0.650
N -0.703 -0.202 1.214
O -0.672 1.128 1.121
C 1.781 -0.244 1.336
C 0.564 -0.572 -0.924
C -2.931 -0.546 2.051
H -2.310 -1.055 -1.336
H -2.584 0.600 -0.842
H -3.754 -0.567 -0.368
H -1.833 -2.752 2.067
H -2.689 -2.965 0.501
H -0.726 -3.206 -0.700
H -0.692 -4.127 0.734
H 1.228 -2.791 0.200
H 0.778 -2.463 1.949
H 1.874 0.836 1.221
H 1.677 -0.526 2.384
H 2.732 -0.683 1.035
H 1.388 -1.128 -1.371
H -0.299 -1.051 -1.386
H 0.644 0.453 -1.287
H -2.370 -0.559 2.985
H -3.794 -1.211 2.095
H -3.204 0.508 2.005
H -0.640 1.296 2.065
C 1.516 -0.517 -7.271
C 0.730 -0.229 -5.878
C 1.778 -0.575 -4.865
C 2.832 0.471 -4.592
C 2.113 1.733 -4.189
C 1.093 2.225 -5.345
N 0.245 1.116 -5.688
O -0.744 1.520 -6.487
C 0.189 3.305 -4.774
C 1.949 2.841 -6.516
C -0.501 -1.307 -5.804
H 0.884 -0.288 -8.129
H 1.757 -1.571 -7.413
H 2.462 0.007 -7.406
H 1.201 -0.727 -3.953
H 2.304 -1.526 -4.956
H 3.523 0.663 -5.412
H 3.460 0.033 -3.816
H 2.941 2.413 -3.990
H 1.586 1.540 -3.254
H -0.451 2.918 -3.982
H 0.644 4.184 -4.317
H -0.476 3.749 -5.515
H 2.507 3.685 -6.110
H 2.711 2.123 -6.819
H 1.255 3.013 -7.339
H -1.250 -1.147 -6.579
H -1.079 -1.339 -4.880
H -0.270 -2.339 -6.067
H -1.470 1.505 -5.859
C -2.402 -5.497 4.198
O -1.286 -5.897 4.969
C -1.307 -7.399 5.121
C -0.054 -7.902 5.879
N 1.354 -7.622 5.493
C 1.968 -8.537 4.505
C 3.086 -7.936 3.699
O 2.439 -7.092 2.800
C 2.062 -7.724 1.475
H -3.269 -5.658 4.840
H -2.436 -5.989 3.226
H -2.493 -4.432 3.984
H -1.281 -8.005 4.216
H -2.237 -7.673 5.619
H -0.117 -8.964 6.117
H -0.061 -7.395 6.844
H 1.340 -6.804 4.901
H 1.242 -9.002 3.839
H 2.204 -9.450 5.052
H 3.499 -8.837 3.245
H 3.764 -7.355 4.324
H 1.618 -6.948 0.852
H 1.395 -8.579 1.358
H 2.956 -8.190 1.062
C 1.318 2.692 3.751
O 0.122 3.451 3.319
C -0.825 3.791 4.305
C -2.167 4.277 3.687
N -2.971 3.168 3.118
C -4.096 3.880 2.529
C -5.209 3.109 1.857
O -5.070 3.042 0.466
C -6.222 2.405 -0.134
H 2.052 2.706 2.946
H 1.122 1.650 4.006
H 1.670 3.124 4.688
H -0.363 4.609 4.858
H -0.988 2.986 5.021
H -1.989 5.081 2.973
H -2.799 4.621 4.506
H -2.525 2.681 2.354
H -3.966 4.610 1.730
H -4.470 4.479 3.359
H -6.117 3.706 1.942
H -5.189 2.123 2.323
H -7.160 2.668 0.355
H -6.182 1.316 -0.094
H -6.344 2.779 -1.150
C 8.841 0.484 3.170
O 7.471 0.802 3.547
C 7.221 0.812 5.000
C 5.655 0.727 5.212
N 5.297 -0.702 5.113
C 3.834 -0.961 4.891
C 3.472 -2.430 4.570
O 3.941 -2.794 3.214
C 4.406 -4.139 3.134
H 9.477 1.221 3.660
H 9.058 0.461 2.102
H 8.887 -0.522 3.586
H 7.568 1.754 5.425
H 7.830 0.100 5.556
H 5.141 1.271 4.420
H 5.372 1.153 6.174
H 5.863 -0.998 4.330
H 3.474 -0.409 4.023
H 3.227 -0.750 5.771
H 2.384 -2.414 4.498
H 3.752 -3.075 5.403
H 5.390 -4.003 3.582
H 4.614 -4.327 2.081
H 3.680 -4.878 3.473
*
```

## Properties
Molecular weight in g mol⁻¹: 1028.60
Max |F| in eV Å⁻¹: 4.9
Total energy in Eh: -3264.88720
HOMO-LUMO gap (alpha / beta) in eV: 6.859 / 2.541
Expectation value of S²: 0.7541